1.
Below is a molecular structure, C27H28NO4Rh at a distorted geometry, with properties calculated with ωB97M-V/def2-TZVPD.

```
61
Properties=species:S:1:pos:R:3:nbo_charge:R:1
Rh -0.15890 0.21500 0.10267 0.92
O 1.90786 1.01439 3.88933 -0.73
O 1.47434 0.17956 1.83761 -0.72
O -1.39813 1.62160 -0.93281 -0.66
O -2.89706 3.26700 -0.61249 -0.70
N -0.48080 1.87187 1.47395 -0.40
C -2.08497 3.45921 2.15090 -0.22
C 0.06691 1.86457 2.67298 0.12
C -2.00483 2.50681 -0.23721 0.75
C -3.94116 -1.76330 2.71204 -0.26
C -0.44163 2.65649 3.69666 -0.22
C -0.53694 0.10812 -3.43555 -0.61
C -1.13154 -3.57247 4.33360 -0.24
C -0.81490 -2.36700 -3.50934 -0.60
C 3.63919 -0.08141 -3.77342 -0.59
C -1.50893 2.63623 1.19440 0.10
C -1.71966 -0.69091 1.22857 -0.16
C -2.38912 -3.13940 4.05309 -0.21
C -0.03277 -3.08213 3.58231 -0.28
C -0.23087 -2.16792 2.59056 -0.09
C -3.03223 -0.34198 0.98078 -0.32
C -0.17857 -1.20105 -2.74090 -0.25
C 2.50755 0.72719 -1.74104 -0.21
C -0.63878 -1.26126 -1.28437 -0.52
C -2.62655 -2.18901 3.02024 -0.06
C -4.13232 -0.86446 1.70701 -0.19
C -1.54112 3.45466 3.42820 -0.20
C 3.59552 2.35439 -3.22100 -0.59
C 1.26346 0.92361 2.83554 0.74
C 3.66646 0.93916 -2.62561 -0.14
C -1.52819 -1.66524 2.27770 -0.13
C 1.52645 0.57022 -1.03215 -0.27
C 4.97526 0.78377 -1.84064 -0.59
H -1.73539 -1.26828 -1.27665 0.17
H 2.63795 2.49840 -3.72451 0.22
H 5.84251 0.94437 -2.49467 0.17
H -4.77802 -2.17007 3.27304 0.18
H 5.01170 1.50355 -1.02109 0.21
H 3.65375 -1.09776 -3.37534 0.21
H -0.31214 -2.21972 -0.86208 0.17
H -1.62339 0.25932 -3.42500 0.19
H -0.47392 -2.38949 -4.55281 0.18
H 4.50580 0.05150 -4.43429 0.17
H 4.40633 2.51665 -3.94355 0.17
H -0.09195 0.95552 -2.92082 0.25
H -0.96945 -4.29072 5.13004 0.18
H -3.23788 -3.51311 4.61899 0.18
H -1.90681 -2.26758 -3.51327 0.19
H 0.61389 -1.78379 2.03605 0.24
H 0.03450 2.61247 4.66612 0.23
H 0.90678 -1.32839 -2.77212 0.20
H -2.93736 4.06027 1.86673 0.23
H -0.19622 0.10209 -4.48054 0.17
H -3.24511 0.37467 0.19395 0.21
H 5.04067 -0.21723 -1.41084 0.21
H -1.98326 4.05714 4.21523 0.19
H 3.67346 3.10067 -2.42804 0.21
H -0.56778 -3.32824 -3.04731 0.19
H 2.72663 0.03812 -4.36223 0.21
H -5.14019 -0.54410 1.45885 0.18
H 0.97183 -3.42255 3.80457 0.20
```

Computed properties:
HOMO level (alpha / beta), Eh: -0.0610 / -0.0610
Strongest force on any atom, eV/A: 1.0
Calculated total energy, eV: -41141.635
Orbital gap (alpha / beta), eV: 6.53 / 6.53
LUMO (alpha / beta), eV: 4.868 / 4.868
Charge: -2

2.
Below is 2 unconnected molecules or ions with the total composition C27H28O5 at a distorted geometry, with properties calculated with ωB97M-V/def2-TZVPD.

```
60
Properties=species:S:1:pos:R:3:nbo_charge:R:1
O 0.72267 0.93490 2.89192 -0.65
O 2.98191 -1.03679 2.37015 -0.66
O 2.09304 -3.13278 2.22144 -0.55
O -0.79291 -0.31786 4.02929 -0.54
O -4.22797 1.73795 -1.24293 -0.50
C -5.89391 1.38927 -2.90934 -0.25
C 3.73369 1.36758 -1.45141 -0.24
C -0.43698 0.09190 -0.55242 -0.09
C -4.18947 3.09867 -3.26028 -0.27
C 0.63656 -1.44739 2.64808 -0.59
C 2.05334 -0.22455 -0.68664 -0.08
C 0.76364 -0.57444 -0.21548 0.05
C 2.49497 1.11894 -0.87916 -0.13
C -2.26116 0.60669 5.68245 -0.62
C -1.62854 -0.41134 0.03894 -0.10
C -1.80438 1.77055 -1.70802 -0.29
C 2.95644 -1.27708 -1.00121 -0.12
C 5.98790 0.56823 -2.27583 -0.64
C -4.63090 3.25131 -4.57541 -0.19
C 2.00496 -1.77652 2.41875 0.72
C 3.42271 -3.63895 2.01621 -0.07
C 3.37668 -5.14142 2.15190 -0.62
C -5.68624 2.47361 -5.06385 -0.22
C 0.26327 -0.16479 3.16276 0.75
C -1.11428 0.88288 4.74293 -0.07
C -0.56926 1.17621 -1.47456 -0.14
C -6.31140 1.53736 -4.23013 -0.19
C -2.85316 0.15039 -0.20924 -0.27
C -2.94375 1.23555 -1.09361 0.37
C 4.61359 0.31569 -1.74011 0.06
C -4.76353 2.09750 -2.48310 0.30
C 4.21373 -1.00684 -1.49903 -0.22
H -0.23435 1.21142 5.31331 0.18
H -1.95787 -0.05166 6.50379 0.21
H -6.02606 2.60250 -6.09233 0.22
H -2.58587 1.55491 6.11552 0.21
H 4.90858 -1.82088 -1.70381 0.22
H 0.65367 -1.53807 0.28994 0.25
H 2.56099 -5.57827 1.57152 0.21
H -1.86579 2.64594 -2.35232 0.23
H 1.85890 1.93635 -0.53710 0.23
H -3.76475 -0.21467 0.26176 0.24
H -1.39668 1.66424 4.02256 0.18
H -6.38409 0.70343 -2.21891 0.23
H -3.11268 0.14851 5.17462 0.21
H 3.74672 -3.35805 1.00232 0.16
H 4.04083 2.39413 -1.67024 0.22
H 2.61774 -2.30358 -0.85329 0.22
H 0.30884 1.54827 -1.98999 0.23
H -4.13457 3.98641 -5.20964 0.22
H -3.40291 3.72746 -2.84330 0.22
H 4.32258 -5.56210 1.80466 0.21
H -7.13185 0.92002 -4.60025 0.22
H 6.23502 -0.14493 -3.07213 0.23
H 3.24249 -5.43577 3.19744 0.21
H 6.08128 1.58676 -2.66454 0.22
H 6.72995 0.43328 -1.47705 0.24
H 4.11271 -3.20710 2.75454 0.20
H -1.55151 -1.25583 0.71925 0.24
H -0.08258 -2.24720 2.73063 0.22
```

Computed properties:
HOMO level, Eh: -0.2471
Strongest force on any atom, eV/A: 1.3
Calculated total energy, eV: -38688.095
Orbital gap, eV: 4.65
LUMO, eV: -2.077

3.
Below is a molecular structure, C27H29AlNOPS2 at a distorted geometry, with properties calculated with ωB97M-V/def2-TZVPD.

```
62
Properties=species:S:1:pos:R:3:nbo_charge:R:1
S -1.20914 -0.11158 -3.28384 -0.35
S -0.92526 2.78793 -1.77065 -0.38
P 0.55430 -0.37005 0.00813 0.76
Al -1.29936 0.62565 -1.12352 1.49
O -3.93784 -1.66572 -0.10314 -0.73
N -2.55216 0.17724 0.09005 -1.02
C 1.54215 2.03084 3.82367 -0.35
C -2.78096 -1.22923 0.04752 0.59
C -1.30714 -4.39656 1.20631 -0.32
C 0.06117 -4.10509 1.38682 -0.30
C 1.21182 0.68903 1.36369 -0.47
C -2.12856 -3.41725 0.71606 -0.10
C 4.35836 -0.32027 -1.46406 -0.25
C 2.14682 -0.93428 -0.69072 -0.34
C -0.25630 -1.92409 0.31340 -0.48
C -1.69027 -2.14009 0.31899 -0.25
C 0.19944 0.95272 -3.45127 -0.18
C -2.96494 0.52548 2.45823 -0.62
C 0.70317 2.55692 2.83450 -0.25
C -3.37576 0.93031 1.03061 0.15
C 3.19711 -0.00450 -0.79587 -0.15
C -3.10419 2.42308 0.83422 -0.61
C 2.00142 0.14410 2.40414 -0.22
C 4.49858 -1.55140 -2.09349 -0.25
C 1.56964 2.96889 -2.93837 -0.65
C 2.16454 0.80557 3.59755 -0.24
C 3.42683 -2.44450 -2.07880 -0.23
C 0.53617 -2.89470 0.99143 -0.19
C 0.53135 1.88773 1.65204 -0.23
C 0.33236 2.12312 -2.80705 -0.20
C 1.25651 0.44482 -4.38990 -0.64
C 2.26032 -2.12513 -1.42469 -0.20
C -4.88931 0.71259 0.87841 -0.62
H 3.51947 -3.39656 -2.59024 0.19
H 5.17626 0.39286 -1.50471 0.19
H 1.69704 3.32820 -3.96257 0.19
H -3.73006 3.01250 1.50487 0.19
H 1.58862 -2.68127 1.13164 0.19
H -3.18895 -0.52600 2.62572 0.21
H 1.68206 2.56291 4.75801 0.18
H -5.19209 0.94182 -0.14059 0.20
H -3.31589 2.70071 -0.19711 0.21
H -5.42839 1.35761 1.57540 0.17
H 2.51932 -0.79119 2.23464 0.18
H 1.68194 1.25953 -4.97906 0.19
H -1.89398 0.66862 2.59978 0.23
H -2.06195 2.64971 1.03361 0.22
H 1.42647 -2.81576 -1.42686 0.24
H 3.09020 0.95115 -0.29395 0.22
H 2.44880 2.38471 -2.66640 0.22
H 0.80926 -0.28226 -5.06273 0.21
H 0.19982 3.50386 3.00702 0.18
H -3.19629 -3.59226 0.66286 0.21
H 2.79374 0.37313 4.37311 0.18
H 2.06238 -0.04683 -3.84106 0.22
H 1.49656 3.82865 -2.27661 0.22
H 0.72250 -4.83786 1.84089 0.18
H -5.14150 -0.32282 1.07775 0.24
H -3.51060 1.11414 3.19861 0.18
H -0.10689 2.28448 0.86990 0.21
H 5.42298 -1.81143 -2.59583 0.19
H -1.70171 -5.36192 1.50353 0.18
```

Computed properties:
HOMO level (alpha / beta), Eh: 0.0619 / 0.0421
Strongest force on any atom, eV/A: 1.3
Calculated total energy, eV: -69565.647
Orbital gap (alpha / beta), eV: 3.10 / 3.63
LUMO (alpha / beta), eV: 4.788 / 4.777
Charge: -2